Formula: C30H32F18O18PbV
Source: the Open Molecules 2025 dataset
Level of theory: the ωB97M-V functional and the def2-TZVPD basis

Computed properties:
LUMO	-3.9	eV
net charge	+1
frontier orbital gap	0.2815	Ha

Each line ends with the Löwdin charge.
Element x y z (Å)
Pb: -0.21 2.48 -1.06  1.681
V: 1.63 -3.14 4.44  0.924
F: -1.58 -5.59 -4.26  0.156
F: 2.61 2.65 1.95  0.146
F: 3.68 0.50 -2.73  0.197
F: 4.38 2.09 -4.00  0.167
F: 1.45 4.08 3.10  0.171
F: 2.69 -6.72 5.50  0.198
F: -3.91 6.72 1.57  0.165
F: 4.09 -7.19 3.92  0.183
F: -4.42 5.63 -0.29  0.138
F: 2.28 -8.45 4.33  0.188
F: 3.65 4.42 2.62  0.197
F: -2.59 -1.36 -2.71  0.227
F: -2.04 0.65 -3.13  0.099
F: -2.47 -5.07 -2.31  0.146
F: -4.12 0.03 -3.03  0.212
F: -1.29 -6.87 -2.51  0.175
F: -2.58 6.83 -0.07  0.131
F: 3.19 2.46 -2.12  0.136
O: 1.83 -5.18 3.55  0.083
O: 0.84 -5.03 -1.94  0.149
O: -0.47 -3.40 -2.57  0.017
O: 1.31 -6.96 2.41  0.083
O: 0.41 -3.55 5.39  -0.323
O: -3.23 4.11 2.03  0.047
O: 2.19 1.14 -5.14  0.085
O: 2.94 -2.99 5.22  -0.262
O: 1.00 2.04 -3.48  0.029
O: 1.91 -2.74 2.30  0.006
O: 0.99 -1.34 4.17  -0.003
O: 1.15 0.74 -0.73  -0.173
O: -1.55 4.55 0.59  0.074
O: 1.59 4.11 -0.07  0.001
O: -3.93 -0.67 -0.47  0.094
O: 0.02 2.13 1.30  -0.207
O: 2.16 5.95 1.13  0.065
O: -2.25 0.91 -0.45  -0.010
C: 2.02 4.69 0.92  -0.397
C: 1.99 -6.36 3.35  -0.328
C: 1.51 -2.21 -3.45  -0.015
C: 0.40 2.22 -6.55  -0.011
C: -0.17 -4.69 -2.48  -0.357
C: -2.64 4.75 1.04  -0.402
C: 1.00 0.96 -5.91  -0.176
C: 1.97 6.88 -0.05  -0.102
C: 1.80 -1.00 0.71  0.060
C: -2.40 3.25 2.89  -0.166
C: 1.22 0.20 0.40  -0.310
C: 2.79 -7.22 4.28  -0.531
C: 1.68 -1.55 2.00  -0.245
C: 0.55 0.53 2.88  0.060
C: -0.37 -7.30 0.72  -0.040
C: 0.48 -6.32 1.44  -0.196
C: 2.02 1.69 -3.99  -0.420
C: 0.50 7.07 -0.39  -0.053
C: -2.95 -0.15 -2.45  -0.578
C: 0.57 0.99 1.60  -0.288
C: -3.02 0.10 -0.97  -0.383
C: 0.66 -2.55 -2.25  -0.195
C: 3.35 1.67 -3.21  -0.518
C: 1.07 -0.73 3.14  -0.298
C: 2.46 3.97 2.21  -0.493
C: -2.17 4.02 4.18  -0.033
C: -3.45 -1.62 1.82  -0.054
C: -3.40 5.96 0.58  -0.459
C: -4.03 -0.52 1.05  -0.139
C: -1.38 -5.61 -2.91  -0.495
H: 2.56 6.46 -0.88  0.136
H: 0.08 6.31 -1.07  0.090
H: 0.24 2.97 -5.84  0.065
H: 1.22 0.24 -6.70  0.138
H: -5.11 -0.42 1.18  0.135
H: -0.82 -6.91 -0.18  0.056
H: 2.19 -1.45 -3.10  0.065
H: 0.11 -1.68 -1.88  0.120
H: 2.11 -3.02 -3.79  0.088
H: -1.12 -7.54 1.50  0.107
H: -2.97 2.35 2.92  0.109
H: 0.07 1.17 3.60  0.132
H: -3.55 0.49 1.23  0.128
H: 2.29 -1.41 -0.09  0.100
H: -0.52 1.99 -6.95  0.059
H: -3.34 -1.27 2.82  0.084
H: -4.11 -2.56 1.75  0.120
H: -3.11 4.07 4.72  0.080
H: 0.39 8.01 -0.82  0.064
H: 2.39 7.79 0.40  0.137
H: 1.27 -2.95 -1.47  0.097
H: -1.47 3.42 4.79  0.089
H: -1.80 5.06 4.00  0.105
H: 0.30 0.47 -5.24  0.108
H: 1.10 -5.69 0.79  0.133
H: 1.19 2.43 -7.25  0.090
H: 0.90 -1.73 -4.19  0.072
H: -1.48 2.94 2.35  0.087
H: 0.15 -8.16 0.35  0.087
H: 0.08 7.04 0.58  0.073
H: -0.19 -5.65 1.97  0.128
H: -2.49 -1.92 1.42  0.084

Formula: C30H32F6IrNO3S
Source: the Open Molecules 2025 dataset
Level of theory: the ωB97M-V functional and the def2-TZVPD basis

Computed properties:
energy relative to the best compared isomer or geometry (same formula, charge and spin)	0.00	kcal/mol
multiplicity	2
LUMO (spin up / spin down)	2.5 / 2.5	eV
net charge	-1
frontier orbital gap (spin up / spin down)	0.2128 / 0.2661	Ha

Each line ends with the Löwdin charge.
Element x y z (Å)
Ir: 0.06 1.06 1.37  1.326
S: -2.20 4.41 -0.64  0.577
F: 4.00 -1.92 0.30  0.134
F: 3.15 1.80 0.38  0.145
F: 4.53 0.58 -0.75  0.128
F: 2.02 -2.11 1.13  0.140
F: 3.33 -0.51 1.78  0.133
F: 2.88 1.56 -1.75  0.161
O: 1.05 0.05 -0.14  -0.278
O: 0.34 3.74 -1.18  -0.019
O: -1.21 1.19 -0.33  -0.123
N: -1.45 -0.80 -2.04  0.124
C: 2.32 -0.33 -0.41  -0.457
C: -2.60 0.83 -5.13  -0.087
C: 3.22 0.92 -0.62  -0.557
C: 0.03 -5.07 -0.13  -0.051
C: -2.00 2.52 -3.56  -0.026
C: -1.69 1.56 -2.60  -0.066
C: -1.33 -2.46 0.15  -0.029
C: -1.78 0.18 -2.95  -0.153
C: -0.15 -4.15 -1.31  -0.241
C: -0.84 3.45 -1.04  -0.975
C: 2.35 -1.15 -1.71  0.029
C: -0.37 -2.46 -3.52  -0.048
C: -0.80 -2.92 -1.17  -0.164
C: 0.25 -3.69 -3.64  -0.094
C: -2.58 2.47 2.61  -0.034
C: -0.90 -2.07 -2.29  -0.195
C: 0.57 0.61 3.45  -0.335
C: 0.09 4.21 2.41  -0.032
C: -2.28 -0.15 -4.22  -0.040
C: 1.32 -0.53 4.06  -0.037
C: -2.44 2.18 -4.82  -0.090
C: 2.52 2.34 3.27  -0.036
C: -1.25 2.00 -1.27  -0.302
C: 0.01 2.76 2.78  -0.309
C: 2.93 -1.21 0.71  -0.539
C: -1.80 -0.44 3.69  -0.040
C: 0.36 -4.53 -2.55  -0.073
C: -0.86 0.67 3.35  -0.326
C: -1.19 1.97 2.87  -0.345
C: 1.10 1.92 3.13  -0.317
H: -1.36 -1.41 3.46  0.070
H: -2.59 3.22 1.82  0.018
H: -0.93 -5.39 0.29  0.079
H: -2.32 -1.99 0.04  0.092
H: -0.67 -1.71 0.60  0.058
H: -3.00 0.54 -6.10  0.100
H: 1.01 4.43 1.87  0.079
H: -1.21 -0.43 -1.13  0.081
H: -3.23 1.65 2.29  0.074
H: 3.21 1.53 3.06  0.060
H: -1.43 -3.28 0.86  0.068
H: 2.39 -0.42 3.94  0.062
H: 0.67 -3.98 -4.60  0.098
H: -2.73 -0.36 3.13  0.071
H: 1.86 -2.10 -1.54  0.083
H: 0.06 4.84 3.31  0.083
H: 2.72 2.70 4.28  0.086
H: -2.45 -1.19 -4.46  0.105
H: -1.92 3.56 -3.28  0.089
H: 0.86 -5.49 -2.65  0.099
H: -3.01 2.91 3.51  0.086
H: 2.76 3.15 2.58  0.073
H: 0.59 -5.96 -0.42  0.070
H: -2.69 2.95 -5.54  0.096
H: 3.36 -1.32 -2.07  0.095
H: 1.78 -0.59 -2.46  0.097
H: 1.10 -0.60 5.13  0.086
H: -2.05 -0.44 4.76  0.081
H: 1.04 -1.48 3.60  0.072
H: 0.58 -4.57 0.67  0.078
H: -0.38 -1.78 -4.36  0.101
H: -0.74 4.50 1.76  0.031

Formula: C30H32FN6O5W
Source: the Open Molecules 2025 dataset
Level of theory: the ωB97M-V functional and the def2-TZVPD basis

Computed properties:
energy relative to the best compared isomer or geometry (same formula, charge and spin)	12.52	kcal/mol
multiplicity	3
LUMO (spin up / spin down)	-8.3 / -8.1	eV
net charge	+3
frontier orbital gap (spin up / spin down)	0.2330 / 0.2704	Ha

Each line ends with the Löwdin charge.
Element x y z (Å)
W: -0.56 -1.36 -3.02  1.758
F: 2.32 -0.85 3.04  0.093
O: -2.01 -3.09 -6.58  0.060
O: -2.31 -0.55 -2.81  -0.204
O: -0.38 -0.98 -1.07  -0.170
O: -0.94 -1.90 -5.02  -0.074
O: -3.93 0.88 -2.24  0.163
N: 1.05 0.91 4.85  -0.067
N: -2.15 -3.33 -3.09  0.024
N: -2.31 -3.64 -4.45  0.073
N: 1.35 -2.26 -3.11  -0.082
N: -2.36 1.59 1.45  0.076
N: 1.02 0.94 7.48  0.075
C: 1.58 -3.57 -2.86  -0.098
C: 1.13 2.54 -4.15  -0.047
C: 2.38 -1.45 -3.47  -0.182
C: -1.72 -2.83 -5.35  -0.522
C: -3.19 2.58 2.19  -0.198
C: -3.56 2.52 3.63  -0.056
C: 2.48 2.23 -4.27  -0.039
C: -1.37 -2.25 -7.61  0.059
C: 3.66 -1.97 -3.58  0.032
C: -2.92 0.31 -1.98  -0.505
C: 0.54 0.63 3.58  -0.110
C: -1.04 -0.17 -0.30  -0.231
C: 0.65 -0.54 1.46  0.100
C: 1.16 -0.27 2.68  -0.176
C: -0.53 0.08 1.02  -0.046
C: -1.19 0.97 1.89  -0.067
C: -2.66 3.62 3.12  -0.061
C: 2.92 0.94 -4.05  -0.005
C: 2.16 0.13 5.44  -0.115
C: 2.81 -4.14 -2.96  -0.021
C: -0.64 1.21 3.16  0.067
C: 0.21 1.56 -3.80  -0.077
C: 0.64 0.25 -3.57  -0.228
C: 0.49 2.21 6.84  -0.055
C: 3.88 -3.31 -3.33  0.008
C: 0.99 2.27 5.40  -0.114
C: -2.21 0.47 -0.67  -0.018
C: -2.81 1.32 0.23  0.074
C: 2.00 -0.05 -3.72  -0.195
C: 2.35 0.55 6.90  -0.068
H: 2.76 -0.26 7.49  0.147
H: -3.02 -2.91 -2.75  0.121
H: -3.73 1.82 -0.08  0.159
H: 4.48 -1.34 -3.88  0.124
H: -3.03 -4.28 -4.76  0.189
H: 3.19 3.00 -4.54  0.121
H: 4.87 -3.72 -3.43  0.134
H: -3.98 2.91 1.53  0.149
H: -0.59 2.17 6.91  0.138
H: -0.84 1.82 -3.72  0.104
H: 0.71 -4.16 -2.58  0.110
H: -1.69 -2.68 -8.55  0.112
H: -0.30 -2.30 -7.49  0.105
H: -1.74 -1.24 -7.49  0.110
H: -1.61 3.63 3.37  0.086
H: 3.98 0.71 -4.16  0.116
H: 0.35 0.18 7.32  0.186
H: -1.16 1.85 3.85  0.079
H: 1.18 -1.22 0.81  0.145
H: 2.95 -5.19 -2.76  0.126
H: 2.99 1.43 7.01  0.142
H: 1.91 -0.93 5.39  0.137
H: 1.97 2.74 5.34  0.144
H: -3.08 4.61 3.00  0.121
H: 0.31 2.89 4.82  0.121
H: 0.86 3.05 7.43  0.145
H: -1.98 -4.19 -2.58  0.126
H: 3.11 0.28 4.93  0.139
H: 0.79 3.55 -4.33  0.119
H: 1.08 1.06 8.49  0.191
H: -3.15 1.73 4.25  0.100
H: -4.59 2.76 3.86  0.120

Formula: C30H32N2O4PSTi
Source: the Open Molecules 2025 dataset
Level of theory: the ωB97M-V functional and the def2-TZVPD basis

Computed properties:
energy relative to the best compared isomer or geometry (same formula, charge and spin)	0.00	kcal/mol
multiplicity	3
LUMO (spin up / spin down)	-2.2 / -2.7	eV
net charge	+1
frontier orbital gap (spin up / spin down)	0.2349 / 0.3134	Ha

Each line ends with the Löwdin charge.
Element x y z (Å)
Ti: 0.41 -1.79 0.37  0.893
S: 1.69 -2.05 -2.55  1.034
P: -1.45 -0.04 0.43  1.095
O: 2.46 -2.43 0.39  -0.051
O: -0.37 -4.11 0.75  -0.065
O: 1.93 -0.33 0.69  -0.081
O: 0.42 -1.79 -1.70  -0.610
N: -1.17 -2.94 0.68  -0.240
N: 0.76 -1.95 2.69  -0.003
C: -5.81 -1.55 0.51  -0.064
C: -1.23 3.38 -1.86  -0.068
C: 3.19 -1.40 2.41  -0.057
C: -4.79 -2.45 0.74  -0.036
C: 1.93 -1.25 3.30  -0.177
C: 2.09 0.65 -2.34  -0.056
C: -1.42 2.87 -3.13  -0.072
C: 5.13 2.86 -1.82  -0.038
C: -0.04 2.29 3.45  -0.074
C: -1.25 2.54 -0.75  -0.070
C: -1.08 2.32 4.37  -0.070
C: -2.41 0.95 2.91  -0.067
C: -1.45 1.18 -0.92  -0.356
C: -0.17 1.58 2.27  -0.127
C: -3.14 -0.71 0.39  -0.300
C: -2.26 1.65 4.10  -0.065
C: 2.89 1.76 -2.15  -0.013
C: 2.69 -0.60 -2.37  -0.414
C: 2.60 -1.35 1.04  -0.652
C: -1.64 1.50 -3.30  -0.078
C: -2.48 -3.11 0.87  -0.094
C: 4.27 1.64 -2.00  -0.251
C: -5.51 -0.22 0.20  -0.066
C: 4.05 -0.76 -2.21  -0.068
C: -1.37 0.92 1.98  -0.348
C: 4.84 0.37 -2.03  -0.023
C: -3.44 -2.07 0.67  -0.214
C: -1.65 0.66 -2.21  -0.117
C: -4.19 0.18 0.15  -0.091
C: 1.06 -1.79 -4.19  -0.208
H: 1.01 0.76 -2.42  0.096
H: 3.68 -2.36 2.57  0.127
H: -6.30 0.49 0.01  0.109
H: 4.66 3.57 -1.14  0.084
H: 0.57 -0.82 -4.22  0.056
H: 1.90 -1.82 -4.89  0.074
H: -1.12 2.95 0.24  0.102
H: -0.98 2.87 5.29  0.109
H: 0.65 1.53 1.57  0.099
H: 2.43 2.75 -2.11  0.121
H: 4.49 -1.75 -2.21  0.120
H: 5.91 0.26 -1.91  0.119
H: 0.88 2.82 3.67  0.111
H: -3.34 0.43 2.69  0.103
H: -1.81 -0.40 -2.34  0.108
H: 3.87 -0.58 2.62  0.132
H: -1.41 3.53 -3.99  0.109
H: -6.84 -1.88 0.56  0.111
H: 0.81 -2.95 2.88  0.108
H: 0.36 -2.59 -4.41  0.066
H: -3.08 1.67 4.81  0.110
H: 1.66 -0.20 3.35  0.103
H: -1.07 4.44 -1.72  0.109
H: -2.83 -4.10 1.15  0.126
H: 2.13 -1.60 4.31  0.124
H: -1.81 1.10 -4.30  0.110
H: -0.84 -4.84 0.31  0.113
H: 6.12 2.60 -1.44  0.080
H: 5.27 3.37 -2.78  0.092
H: -5.03 -3.49 0.95  0.115
H: -0.08 -1.62 3.14  0.101
H: -3.96 1.22 -0.08  0.115